A molecular structure, C28H28B2F4N12O4Pb. Source: OMol25; level of theory: wB97M-V/def2-TZVPD.

The value obtained for the energy above the lowest of the compared OMol25 structures with the same formula, charge and spin is 0.0 kJ/mol. Its net charge is -1. The spin multiplicity is 2. Its strongest force on any atom is 0.0058 hartree/bohr.

Cartesian coordinates (Å):
Pb  0.2668  -0.1452  -0.4106
C  -0.8292  0.6066  -5.4532
O  -0.3397  1.9253  -5.2086
C  -0.9434  2.6840  -4.2560
C  -1.1464  3.9981  -4.5296
C  -1.7163  4.8798  -3.5677
C  -2.0854  4.4140  -2.3490
C  -1.8816  3.0509  -1.9813
C  -2.3640  2.6431  -0.7383
N  -2.1998  1.4298  -0.2183
N  -3.0198  1.1924  0.7837
C  -2.8821  -0.0956  1.2283
O  -2.0631  -0.9198  0.8081
C  -3.8027  -0.4652  2.3471
C  -3.8542  -1.7951  2.7565
C  -4.6825  -2.1760  3.8000
C  -5.4617  -1.2264  4.4478
C  -5.4138  0.1011  4.0446
C  -4.5905  0.4828  2.9964
C  -1.2571  2.1277  -2.9377
O  -0.9727  0.9478  -2.6755
H  -0.5284  0.3730  -6.4727
H  -1.9192  0.5778  -5.3802
H  -0.4111  -0.1155  -4.7576
H  -0.8623  4.3633  -5.5085
H  -1.8616  5.9196  -3.8278
H  -2.5376  5.0727  -1.6175
H  -2.9846  3.3422  -0.1720
H  -3.2441  -2.5229  2.2381
H  -4.7197  -3.2120  4.1102
H  -6.1060  -1.5218  5.2663
H  -6.0222  0.8420  4.5476
H  -4.5469  1.5108  2.6657
C  2.6565  3.8455  -1.7048
C  1.7426  2.8152  -1.9524
N  1.7907  1.9025  -0.9930
N  2.7198  2.3203  -0.1081
C  3.2589  3.4857  -0.5204
B  3.1464  1.4898  1.1298
N  3.6365  0.1015  0.6990
C  4.7090  -0.6282  1.0683
C  4.5776  -1.8896  0.5313
C  3.3660  -1.8487  -0.1657
N  2.8006  -0.6514  -0.0478
N  1.9344  1.3205  2.1058
C  1.9642  1.2302  3.4469
C  0.6747  1.0855  3.9104
C  -0.1025  1.0709  2.7542
N  0.6557  1.2099  1.6701
N  4.2361  2.2874  1.8598
C  4.0508  3.3733  2.6513
C  5.2653  3.9905  2.8165
C  6.1524  3.2064  2.0542
N  5.5294  2.1969  1.4738
H  2.8552  4.7146  -2.3065
H  1.0781  2.6868  -2.7926
H  4.0422  3.9656  0.0409
H  5.4903  -0.1839  1.6585
H  5.2377  -2.7323  0.6273
H  2.8754  -2.6462  -0.7021
H  2.8986  1.2757  3.9789
H  0.3503  0.9727  4.9290
H  -1.1715  0.9683  2.6530
H  3.0753  3.6333  3.0242
H  5.4779  4.8689  3.4005
H  7.2139  3.3310  1.9096
O  0.1748  -3.4215  -3.2603
C  0.3151  -2.7710  -2.3535
F  3.3441  -5.0912  0.4998
B  1.9670  -5.3101  0.6332
F  1.2913  -4.5723  -0.3888
F  1.6607  -6.6630  0.5068
F  1.5331  -4.8299  1.8883
N  -0.0546  -2.2488  2.6169
N  0.6091  -2.1258  1.3471
H  0.0494  -3.2109  2.9316
H  -1.0346  -2.0791  2.4325
H  0.4584  -2.9689  0.7905
H  1.6030  -2.1508  1.5474